[1]
{
  "formula": "C5H4N2",
  "method": "wB97M-V/def2-TZVPD",
  "symbols": ["C", "C", "C", "C", "C", "N", "N", "H", "H", "H", "H"],
  "positions_angstrom": [[-1.100, -2.405, 0.720], [-0.550, -1.488, 0.169], [0.013, -0.236, -0.211], [-0.727, 0.806, -0.823], [0.085, 1.935, -0.382], [1.157, 1.601, 0.304], [1.139, 0.260, 0.358], [-1.579, -3.215, 1.222], [-0.221, -0.001, -1.627], [-0.160, 2.995, -0.416], [1.943, -0.250, 0.686]],
  "lowdin_charge": [0.147, -0.071, -0.409, -0.049, -0.168, 0.050, 0.024, 0.036, 0.187, 0.094, 0.160],
  "smiles": "C#Cc1ccn[nH]1",
  "multiplicity": 1
}



[2]
{
  "formula": "C48H31BrClF4N2O6PS2Sr",
  "method": "wB97M-V/def2-TZVPD",
  "symbols": ["Sr", "Cl", "C", "C", "C", "C", "O", "C", "C", "N", "C", "C", "C", "C", "C", "C", "C", "C", "N", "C", "C", "H", "H", "H", "H", "H", "H", "H", "H", "H", "H", "F", "C", "C", "F", "C", "F", "C", "P", "C", "C", "C", "C", "C", "C", "C", "C", "C", "C", "C", "C", "C", "Br", "C", "F", "H", "H", "H", "H", "H", "H", "H", "H", "H", "H", "O", "C", "O", "C", "C", "C", "C", "C", "C", "S", "H", "H", "H", "H", "C", "C", "C", "C", "C", "C", "C", "S", "O", "O", "O", "H", "H", "H", "H", "H", "H", "H"],
  "positions_angstrom": [[-0.478, -0.544, 0.549], [5.227, 2.996, 3.901], [4.154, 2.209, 2.744], [4.683, 1.455, 1.706], [3.832, 0.844, 0.812], [2.413, 0.937, 0.897], [1.675, 0.371, 0.017], [1.904, 1.687, 2.016], [0.456, 1.786, 2.347], [-0.466, 1.791, 1.331], [-1.708, 2.300, 1.507], [-2.128, 3.169, 2.521], [-3.448, 3.625, 2.619], [-4.417, 3.245, 1.721], [-4.058, 2.369, 0.669], [-5.000, 1.894, -0.270], [-4.617, 1.023, -1.253], [-3.270, 0.630, -1.308], [-2.361, 1.056, -0.466], [-2.724, 1.908, 0.535], [2.786, 2.308, 2.896], [5.757, 1.348, 1.608], [4.228, 0.242, 0.001], [0.294, 2.471, 3.179], [-1.413, 3.495, 3.265], [-3.707, 4.291, 3.435], [-5.443, 3.581, 1.810], [-6.031, 2.222, -0.184], [-5.324, 0.628, -1.971], [-2.935, -0.068, -2.071], [2.386, 2.872, 3.732], [0.185, -2.708, -7.233], [0.418, -2.704, -5.915], [0.926, -3.829, -5.300], [1.192, -4.917, -6.034], [1.170, -3.814, -3.938], [1.722, -4.919, -3.428], [0.895, -2.711, -3.142], [1.019, -2.699, -1.264], [0.380, -4.399, -0.984], [-0.993, -4.529, -1.192], [-1.631, -5.745, -0.999], [-0.905, -6.847, -0.573], [0.458, -6.721, -0.347], [1.097, -5.508, -0.553], [2.851, -2.717, -1.137], [3.515, -3.242, -0.027], [4.890, -3.106, 0.098], [5.626, -2.433, -0.866], [4.973, -1.885, -1.959], [3.598, -2.023, -2.088], [0.419, -1.570, -3.801], [0.194, 0.072, -2.890], [0.178, -1.569, -5.165], [-0.275, -0.481, -5.802], [-1.577, -3.659, -1.466], [-2.701, -5.818, -1.156], [-1.401, -7.795, -0.401], [1.030, -7.571, 0.006], [2.158, -5.440, -0.379], [2.955, -3.724, 0.762], [5.382, -3.509, 0.976], [6.698, -2.314, -0.753], [5.527, -1.330, -2.707], [3.106, -1.559, -2.934], [1.480, -4.133, 2.517], [1.443, -2.907, 2.353], [1.140, -2.311, 1.282], [2.035, -2.021, 3.458], [3.234, -2.509, 3.985], [3.983, -1.794, 4.903], [3.512, -0.568, 5.356], [2.303, -0.092, 4.887], [1.553, -0.781, 3.924], [0.014, -0.052, 3.442], [3.566, -3.480, 3.641], [4.924, -2.193, 5.265], [4.081, 0.015, 6.071], [1.910, 0.844, 5.263], [-8.062, -5.157, 1.245], [-6.761, -4.407, 1.373], [-5.544, -5.082, 1.394], [-4.344, -4.392, 1.490], [-4.357, -3.007, 1.565], [-5.558, -2.316, 1.552], [-6.752, -3.018, 1.459], [-2.808, -2.128, 1.627], [-3.097, -0.760, 2.034], [-1.977, -2.890, 2.521], [-2.336, -2.166, 0.227], [-7.927, -6.218, 1.461], [-8.465, -5.073, 0.232], [-8.814, -4.764, 1.931], [-5.535, -6.166, 1.340], [-3.394, -4.911, 1.519], [-5.538, -1.235, 1.623], [-7.694, -2.477, 1.456]],
  "lowdin_charge": [1.286, 0.548, -0.691, -0.135, -0.010, -0.394, -0.283, -0.173, -0.378, -0.130, -0.253, -0.033, -0.112, -0.090, -0.174, -0.032, -0.065, -0.165, 0.035, -0.160, -0.113, 0.090, 0.095, 0.076, 0.090, 0.091, 0.088, 0.105, 0.093, 0.092, 0.104, 0.107, -0.146, -0.140, 0.107, -0.208, 0.109, -0.304, 1.109, -0.334, -0.101, -0.091, -0.103, -0.085, -0.077, -0.308, -0.076, -0.073, -0.110, -0.105, -0.093, -0.572, 0.899, -0.270, 0.061, 0.090, 0.097, 0.090, 0.096, 0.097, 0.079, 0.100, 0.091, 0.095, 0.095, 0.003, -0.647, -0.242, -0.109, -0.044, -0.103, -0.107, -0.131, -0.498, 0.865, 0.105, 0.086, 0.091, 0.094, -0.070, -0.294, -0.050, -0.048, -0.251, -0.046, -0.054, 0.384, -0.341, -0.293, -0.473, 0.066, 0.074, 0.070, 0.104, 0.115, 0.109, 0.105],
  "total_charge": -2,
  "multiplicity": 1
}



| no. | E_LUMO (hartree) | orbital gap (eV) | E (eV) |
| --- | --- | --- | --- |
| 1 | 0.0255 | 9.62 | -8224.1430 |
| 2 | 0.1395 | 5.62 | -190781.1240 |